The following is a DFT calculation (ωB97M-V/def2-TZVPD) of one molecule with the formula C6H6 in a non-equilibrium geometry.

Atoms and positions in Å:
1 C -1.776 1.135 -0.057
2 C -1.646 0.115 -1.127
3 C -0.440 0.933 0.053
4 C -0.757 -0.450 -0.296
5 C 1.325 1.529 0.002
6 C -0.507 -1.765 0.306
7 H 1.436 2.214 -0.840
8 H 1.899 0.631 -0.211
9 H 1.620 1.942 0.824
10 H 0.584 -1.880 0.120
11 H -1.127 -2.641 -0.081
12 H -0.611 -1.763 1.308

Atoms 1-3, force components in eV/Å:
C -1.65 1.33 1.20
C -0.84 0.35 -2.63
C 5.87 -0.70 -0.64

Summary:
- Energy relative to the best compared isomer or geometry (same formula, charge and spin): 788.9 kJ/mol
- E_HOMO: -0.3128 Ha
- Gap between HOMO and LUMO: 9.19 eV
- Energy: -6311.024 eV
- SMILES: C[C@]12C3=C1[C@@]32C
- LUMO: 0.681 eV